A) Here is a molecular structure, C6H14O2 from the OMol25 dataset. Energies are from the ωB97M-V functional and the def2-TZVPD basis.

Results
orbital gap: 3.83 eV
HOMO level: -7.03 eV
LUMO: -3.195 eV
charge: 0

Element x y z (Å)
C 0.520 1.772 -1.172
C 0.440 1.523 0.363
C -0.970 1.126 0.547
C -1.371 -0.200 0.734
C -2.562 -0.823 0.538
C -2.783 -2.272 0.792
H 0.469 0.704 -1.469
H 1.562 1.842 -1.470
H -0.245 2.435 -1.552
H 1.094 0.668 0.599
H -1.730 1.802 0.143
H -0.515 -0.851 0.933
H -3.432 -0.327 0.130
H -3.453 -2.632 1.572
H -3.093 -2.788 -0.117
H -1.834 -2.738 1.074
H 2.161 -2.028 -1.176
H 2.602 -0.372 -0.707
O 1.802 -1.198 -0.893
H 4.343 0.254 -0.202
H 0.725 2.352 1.010
O 3.414 0.505 -0.299



B) Here is 2 unconnected molecules or ions with the total composition C6H14O2 from the OMol25 dataset. Energies are from the ωB97M-V functional and the def2-TZVPD basis.

Results
structure (SMILES): C=C(C)C[C@@H](C)O.O
orbital gap: 10.39 eV
HOMO level: -9.61 eV
LUMO: 0.785 eV
charge: 0

Element x y z (Å)
C -0.912 0.467 -0.091
C 1.663 0.009 -0.144
C 0.387 0.495 -0.852
C -1.061 0.110 1.189
C -2.106 0.771 -0.948
C 2.190 1.014 0.880
O -0.954 -2.458 -0.342
O 1.500 -1.242 0.488
H -1.100 -3.331 0.040
H 0.864 -1.771 -0.024
H 2.434 -0.096 -0.931
H 0.237 -0.118 -1.750
H 0.562 1.523 -1.195
H -2.999 0.935 -0.345
H -2.029 0.181 1.664
H -1.207 -1.758 0.330
H -0.224 -0.106 1.828
H -1.922 1.661 -1.549
H -2.300 -0.057 -1.629
H 1.418 1.292 1.590
H 2.539 1.910 0.372
H 3.021 0.570 1.420



C) Here is 3 unconnected molecules or ions with the total composition C6H14O2 from the OMol25 dataset. Energies are from the ωB97M-V functional and the def2-TZVPD basis.

Results
structure (SMILES): C=CC/C=C/C.O.O
orbital gap: 9.74 eV
HOMO level: -9.41 eV
LUMO: 0.333 eV
charge: 0

Element x y z (Å)
C 1.188 -0.690 -1.429
C 1.550 -1.735 -2.168
C 1.288 -0.583 0.141
C -0.024 -1.045 0.722
C -0.841 -0.100 1.199
C -2.209 -0.425 1.821
H 1.010 0.163 -1.879
H 1.528 -1.580 -3.338
H 1.881 -2.573 -1.746
H 1.436 0.492 0.479
H 2.151 -1.210 0.501
H -0.229 -2.139 0.412
H -0.604 0.964 1.132
H -2.980 -0.898 1.133
H -2.681 0.269 2.607
H -2.091 -1.201 2.730
H -2.273 1.622 0.105
H -1.611 1.982 -1.141
O -2.508 1.942 -0.751
H 1.470 2.297 -0.616
H 2.166 2.240 0.517
O 2.384 2.207 -0.429



Stability ranking, top and bottom: B) is the most stable and A) is the least stable.



A) Here is 2 unconnected molecules or ions with the total composition C2HFN2O2 from the OMol25 dataset. Energies are from the ωB97M-V functional and the def2-TZVPD basis.

Results
structure (SMILES): [O-][N+]#CF.C#[N+][O-]
orbital gap: 9.47 eV
HOMO level: -10.04 eV
LUMO: -0.569 eV
charge: 0

Element x y z (Å)
C -0.742 1.353 -0.969
C 1.058 -1.003 -0.056
N 0.603 -1.707 0.774
N -0.767 1.613 0.182
O -0.740 1.912 1.309
O -0.199 -1.875 1.635
F 1.712 -0.955 -1.162
H -0.925 0.663 -1.712



B) Here is 2 unconnected molecules or ions with the total composition C2HFN2O2 from the OMol25 dataset. Energies are from the ωB97M-V functional and the def2-TZVPD basis.

Results
orbital gap (alpha / beta): 8.81 / 10.06 eV
HOMO level (alpha / beta): -11.77 / -10.72 eV
LUMO (alpha / beta): -2.969 / -0.659 eV
charge: 0

Element x y z (Å)
C 0.311 -2.083 -0.882
C 1.125 -1.424 -0.049
N -0.453 -2.687 -1.544
N 2.283 -0.635 -0.508
O 2.267 -0.507 -1.715
O 3.090 -0.229 0.290
F 1.267 -1.906 1.131
H -0.454 1.012 0.222



Stability ranking, top and bottom: A) is the most stable and B) is the least stable.



A) Here is a molecular structure, CH2O4S2 from the OMol25 dataset. Energies are from the ωB97M-V functional and the def2-TZVPD basis.

Results
orbital gap (alpha / beta): 7.46 / 7.46 eV
HOMO level (alpha / beta): -9.70 / -9.70 eV
LUMO (alpha / beta): -2.241 / -2.242 eV
charge: 0

Element x y z (Å)
C -1.698 -0.196 0.127
O 0.038 1.379 1.391
O -0.565 2.086 -0.859
O 2.404 -2.030 0.339
O 1.281 -0.159 -0.613
S -0.560 1.021 0.121
S 2.542 -0.687 -0.164
H -1.205 -1.102 0.432
H -2.237 -0.311 -0.775



B) Here is 2 unconnected molecules or ions with the total composition CH2O4S2 from the OMol25 dataset. Energies are from the ωB97M-V functional and the def2-TZVPD basis.

Results
orbital gap: 9.05 eV
HOMO level: -10.32 eV
LUMO: -1.264 eV
charge: 0

Element x y z (Å)
C 0.823 -1.894 -1.041
O -0.523 -0.305 0.624
O -1.376 -2.630 0.188
O -1.437 3.977 1.097
O 0.680 3.282 0.322
S -0.329 -1.614 0.076
S -0.204 3.414 1.509
H 1.728 -1.360 -1.247
H 0.639 -2.869 -1.529



Stability ranking, top and bottom: B) is the most stable and A) is the least stable.



A) Here is a gas-phase ion, C3H9N2O2 (charge +1) from the OMol25 dataset. Energies are from the ωB97M-V functional and the def2-TZVPD basis.

Results
structure (SMILES): C[C@@]([NH3+])(O)C(N)=O
orbital gap: 11.79 eV
HOMO level: -15.28 eV
LUMO: -3.486 eV
charge: +1

Element x y z (Å)
C 0.288 -0.281 -1.152
C -0.628 -0.840 1.175
C 0.200 0.350 0.331
N 1.194 -1.184 -1.631
N -0.706 1.388 0.118
O -0.656 0.126 -1.877
O 1.443 0.539 0.952
H -0.922 -0.426 2.142
H -0.033 -1.679 1.162
H -1.645 -0.951 0.745
H 2.115 -1.447 -1.172
H 0.847 -1.641 -2.374
H -1.582 1.394 0.582
H -1.050 1.236 -0.960
H -0.190 2.315 0.190
H 1.323 1.100 1.767



B) Here is 2 unconnected molecules or ions with the total composition C3H9N2O2 from the OMol25 dataset. Energies are from the ωB97M-V functional and the def2-TZVPD basis.

Results
orbital gap (alpha / beta): 9.39 / 9.39 eV
HOMO level (alpha / beta): -15.01 / -15.01 eV
LUMO (alpha / beta): -5.616 / -5.616 eV
charge: +1

Element x y z (Å)
C -0.956 1.036 -0.027
C 1.275 -0.069 -0.986
C -0.214 0.100 -0.869
N -2.209 0.742 0.064
N -1.122 -0.547 -1.632
O -0.379 1.901 0.825
O 0.048 -0.548 1.706
H 1.489 -0.729 -1.844
H 1.707 -0.668 -0.112
H 1.722 0.898 -1.021
H -0.116 0.067 2.379
H -2.862 1.334 0.550
H -2.043 -0.240 -1.451
H -0.788 -1.177 -2.350
H 0.503 1.671 0.943
H -0.006 -1.299 2.214



C) Here is a gas-phase ion, C3H9N2O2 (charge +1) from the OMol25 dataset. Energies are from the ωB97M-V functional and the def2-TZVPD basis.

Results
structure (SMILES): C[N+](C)(O)C(N)=O
orbital gap (alpha / beta): 9.67 / 9.68 eV
HOMO level (alpha / beta): -14.23 / -14.23 eV
LUMO (alpha / beta): -4.555 / -4.555 eV
charge: +1

Element x y z (Å)
C -1.145 -0.071 -0.746
C 0.555 -1.241 0.482
C -0.079 0.958 1.129
N -1.339 0.315 -1.966
N 0.084 0.017 -0.054
O -2.391 -0.571 0.145
O 1.077 0.349 -0.944
H -0.117 -1.686 1.262
H 0.857 -2.106 -0.086
H 1.452 -1.078 1.061
H -0.579 1.885 0.824
H -0.948 0.545 1.692
H 0.932 1.081 1.547
H -0.667 0.334 -2.693
H -2.283 0.571 -2.311
H 1.046 1.309 -1.230



Stability ranking, top and bottom: A) is the most stable and C) is the least stable.



A) Here is a single C2H2FNO2 molecule from the OMol25 dataset. Energies are from the ωB97M-V functional and the def2-TZVPD basis.

Results
structure (SMILES): C=NOC(=O)F
orbital gap: 11.38 eV
HOMO level: -11.05 eV
LUMO: 0.335 eV
charge: 0

Element x y z (Å)
C 1.296 -0.186 -0.078
C -1.395 0.195 0.007
N 0.537 -1.046 0.416
O -0.836 -0.983 0.089
O -2.182 0.557 -0.830
F -1.044 1.068 0.937
H 2.347 -0.169 0.319
H 1.278 0.563 -0.860



B) Here is 2 unconnected molecules or ions with the total composition C2H2FNO2 from the OMol25 dataset. Energies are from the ωB97M-V functional and the def2-TZVPD basis.

Results
orbital gap (alpha / beta): 7.72 / 7.72 eV
HOMO level (alpha / beta): -8.59 / -8.59 eV
LUMO (alpha / beta): -0.872 / -0.871 eV
charge: 0

Element x y z (Å)
C -0.444 0.396 -0.633
C -0.854 -0.658 0.153
N 1.409 0.390 1.160
O 0.694 0.498 -1.180
O 1.930 0.506 0.197
F -0.061 -1.726 0.264
H -0.953 1.330 -0.804
H -1.721 -0.737 0.843



Stability ranking, top and bottom: A) is the most stable and B) is the least stable.



A) Here is 2 unconnected molecules or ions with the total composition CH5INO from the OMol25 dataset. Energies are from the ωB97M-V functional and the def2-TZVPD basis.

Results
orbital gap: 8.36 eV
HOMO level: -13.17 eV
LUMO: -4.812 eV
charge: +1

Element x y z (Å)
C -0.468 -0.734 -0.999
N 0.680 -0.776 -0.413
O -1.231 -1.722 -0.713
I 0.352 2.573 1.792
H -0.935 0.162 -1.524
H 1.381 -0.143 -0.738
H 1.862 2.668 2.316
H 1.092 -1.660 -0.018
H -2.144 -1.632 -1.215



B) Here is a gas-phase ion, CH5INO (charge +1) from the OMol25 dataset. Energies are from the ωB97M-V functional and the def2-TZVPD basis.

Results
structure (SMILES): [NH3+][C@H](O)I
orbital gap: 9.55 eV
HOMO level: -14.25 eV
LUMO: -4.702 eV
charge: +1

Element x y z (Å)
C -0.289 -0.238 0.272
N 0.459 0.832 -0.334
O 0.344 -1.496 -0.174
I -2.529 0.041 -0.198
H -0.303 -0.232 1.341
H 0.548 0.835 -1.314
H 1.518 0.677 0.025
H 0.117 1.761 -0.009
H 0.136 -2.181 0.391



Stability ranking, top and bottom: A) is the most stable and B) is the least stable.